Record 1
8
Properties=species:S:1:pos:R:3 method="wB97M-V/def2-TZVPD" e_homo_ev=-2.60 max_force_ev_per_a=0.9 relative_energy_kj_mol=51.2 total_energy_ev=-14001.2747 charge=-1 gap_ev=6.71
S -1.225 -1.434 -0.533
H -0.095 -1.430 -1.242
C 0.837 1.108 1.090
O 1.434 1.678 -0.085
H 0.606 0.061 0.892
H 1.577 1.356 1.851
H -0.127 1.559 1.355
H 0.836 1.670 -0.847

---

Record 2
9
Properties=species:S:1:pos:R:3 method="wB97M-V/def2-TZVPD" e_homo_ev=-2.64 max_force_ev_per_a=3.0 relative_energy_kj_mol=143.3 total_energy_ev=-24835.7006 charge=-1 gap_ev=5.81
O -1.980 -0.722 0.067
H -1.391 -1.509 -0.179
C 0.003 0.972 -0.445
S -1.429 0.100 -1.243
S 2.570 -1.307 1.420
H -0.160 1.009 0.638
H 0.325 1.965 -0.787
H 0.804 0.281 -0.728
H 1.257 -0.789 1.257

---

Record 3
8
Properties=species:S:1:pos:R:3 method="wB97M-V/def2-TZVPD" e_homo_ev=-9.04 max_force_ev_per_a=3.5 relative_energy_kj_mol=101.1 smiles=CPS total_energy_ev=-21240.7732 gap_ev=9.03
C 0.017 -0.696 -0.586
P -0.176 -0.113 1.141
S 0.427 2.239 0.705
H -0.443 -0.161 -1.528
H -0.379 -1.795 -0.618
H 1.016 -0.566 -0.826
H -1.432 0.235 0.970
H 0.201 2.552 2.120

---

Record 4
9
Properties=species:S:1:pos:R:3 method="wB97M-V/def2-TZVPD" spin_multiplicity=3 e_homo_ev="-7.82 / -9.08" max_force_ev_per_a=5.9 relative_energy_kj_mol=149.0 s2=2.007 total_energy_ev=-32073.6934 gap_ev="8.42 / 7.29"
C -0.834 0.640 0.786
P 0.460 -0.112 -0.263
S 2.109 0.882 -0.057
S 0.588 -2.122 0.072
H -1.181 0.038 1.770
H -0.480 1.529 1.210
H -1.647 0.747 0.231
H -0.643 0.767 -2.852
H 1.628 -2.370 -0.897